Density functional theory data (ωB97M-V with the def2-TZVPD basis set) for a molecular structure, C37H52N4PSTl.

Last column: Mulliken charge in e.
CARTESIAN COORDINATES (ANGSTROEM)
Tl (-0.5157, 0.8175, 0.4585)  1.23
C (-1.3135, 3.3740, -0.3943)  -0.28
C (-1.1944, 2.6164, -1.5926)  -0.34
C (-2.2418, 1.6360, -1.5659)  -0.20
C (-2.9763, 1.8574, -0.3618)  -0.62
C (-2.4218, 2.9302, 0.3537)  -0.42
C (-3.0552, 3.6547, 1.5213)  2.26
C (-3.8701, 2.6863, 2.3880)  -1.87
C (-1.9913, 4.3562, 2.3739)  -1.84
C (-4.0083, 4.7271, 0.9644)  -1.80
C (-2.7971, 0.6223, -2.5791)  2.59
C (-1.7536, -0.0659, -3.4674)  -1.46
C (-3.8351, 1.3310, -3.4649)  -1.90
C (-3.5138, -0.5245, -1.8401)  -1.95
C (-0.1174, 2.9644, -2.6299)  2.56
C (-0.7513, 3.3050, -3.9866)  -1.73
C (0.9434, 1.8588, -2.7826)  -1.54
C (0.6559, 4.2203, -2.1992)  -2.32
H (-0.7264, 4.2412, -0.1358)  0.42
H (-3.9028, 1.3695, -0.0970)  0.12
H (-3.3029, 1.7816, 2.6196)  0.35
H (-4.7814, 2.3794, 1.8703)  0.35
H (-4.1653, 3.1615, 3.3270)  0.45
H (-1.1772, 3.6789, 2.6426)  0.36
H (-2.4335, 4.7502, 3.2925)  0.46
H (-1.5549, 5.1963, 1.8297)  0.34
H (-4.7820, 4.2652, 0.3478)  0.35
H (-3.4599, 5.4344, 0.3391)  0.34
H (-4.4909, 5.2778, 1.7782)  0.45
H (-1.2426, 0.6201, -4.1364)  0.01
H (-2.2563, -0.8122, -4.0928)  0.87
H (-1.0092, -0.5727, -2.8478)  -0.52
H (-3.3792, 2.1396, -4.0372)  0.27
H (-4.6189, 1.7676, -2.8427)  0.32
H (-4.2966, 0.6271, -4.1649)  0.52
H (-2.8558, -0.9678, -1.0893)  0.28
H (-3.7962, -1.3035, -2.5527)  0.45
H (-4.4259, -0.1917, -1.3450)  0.40
H (-1.2884, 2.4672, -4.4227)  0.29
H (0.0205, 3.6161, -4.6964)  0.44
H (-1.4598, 4.1276, -3.8662)  0.35
H (0.5311, 0.9197, -3.1384)  0.06
H (1.4192, 1.6661, -1.8179)  0.29
H (1.7234, 2.1739, -3.4829)  0.50
H (-0.0062, 5.0825, -2.0987)  0.40
H (1.4062, 4.4566, -2.9570)  0.47
H (1.1752, 4.0646, -1.2516)  0.35
N (1.4746, -1.6198, 3.7070)  0.21
P (1.5593, -1.6764, 1.9733)  -0.07
C (3.2029, -0.9071, 1.7014)  0.70
C (3.9103, -1.1466, 0.5217)  -0.07
C (5.0387, -0.4034, 0.2105)  -0.65
C (5.4719, 0.6015, 1.0658)  -0.54
C (4.7793, 0.8437, 2.2427)  -0.70
C (3.6508, 0.0980, 2.5576)  -0.58
C (1.9280, -3.4743, 1.8791)  0.26
C (0.9194, -4.3052, 1.3942)  -0.61
C (1.0853, -5.6833, 1.3850)  -0.49
C (2.2658, -6.2423, 1.8577)  -0.54
C (3.2816, -5.4216, 2.3282)  -0.63
C (3.1147, -4.0429, 2.3355)  -0.30
C (0.6938, -0.7231, 4.4083)  0.34
C (0.6498, -0.7592, 5.8106)  -0.91
C (-0.1390, 0.1553, 6.4716)  -0.38
C (-0.8715, 1.0855, 5.7401)  -0.96
C (-0.7557, 1.0475, 4.3654)  -0.07
N (0.0065, 0.1742, 3.7032)  0.11
H (2.0557, -2.2283, 4.2614)  0.24
H (3.5578, -1.9050, -0.1671)  0.21
H (5.5717, -0.5982, -0.7120)  0.42
H (6.3358, 1.2013, 0.8095)  0.39
H (5.1101, 1.6247, 2.9162)  0.40
H (3.1143, 0.3081, 3.4747)  0.33
H (0.0105, -3.8596, 1.0074)  0.40
H (0.2942, -6.3181, 1.0057)  0.42
H (2.3940, -7.3175, 1.8578)  0.39
H (4.2069, -5.8537, 2.6886)  0.41
H (3.9207, -3.4037, 2.6821)  0.37
H (1.2336, -1.4935, 6.3520)  0.39
H (-0.1845, 0.1475, 7.5534)  0.39
H (-1.5017, 1.8202, 6.2199)  0.45
H (-1.2924, 1.7579, 3.7443)  0.33
C (0.0974, -4.1132, -4.8137)  -1.16
N (0.1024, -3.2139, -3.6812)  0.05
C (0.9705, -3.2508, -2.6473)  -0.14
S (0.9173, -2.0622, -1.4648)  -0.05
N (1.8273, -4.2887, -2.6343)  -0.09
C (2.8723, -4.4627, -1.6422)  -0.27
H (-0.6420, -3.7634, -5.5280)  0.33
H (-0.1681, -5.1336, -4.5229)  0.35
H (1.0685, -4.1338, -5.3175)  0.36
H (-0.5263, -2.4288, -3.6727)  0.22
H (1.8803, -4.8688, -3.4542)  0.23
H (2.5079, -4.1296, -0.6733)  -0.27
H (3.7724, -3.8968, -1.8933)  0.27
H (3.1206, -5.5208, -1.5755)  0.39

Properties
spin multiplicity: 1
frontier orbital gap: 0.264 Ha
charge: 0
F_max: 0.5 eV/Å
LUMO level: 0.351 eV
DFT total energy: -2572.173406 hartree
HOMO: -0.251 Eh

=====

Density functional theory data (ωB97M-V with the def2-TZVPD basis set) for a molecular structure, C37H52N5O2P3S2W.

Last column: Mulliken charge in e.
CARTESIAN COORDINATES (ANGSTROEM)
W (-0.3846, 0.0628, -1.0366)  0.65
C (4.6615, -0.6875, -1.0084)  -1.76
C (3.1501, -0.8968, -0.9604)  0.82
C (2.8036, -1.8756, 0.1648)  -1.38
P (2.1256, 0.6477, -0.8446)  1.15
C (2.8726, 1.9594, -1.9194)  1.01
C (4.2570, 2.5377, -1.5522)  -2.15
C (1.9004, 3.1290, -2.1171)  -1.95
C (2.0837, 1.2629, 0.8541)  0.31
C (2.9388, 2.2112, 1.4148)  -1.02
C (2.7026, 2.7086, 2.6860)  -1.10
C (1.5978, 2.2605, 3.3995)  -1.17
C (0.7548, 1.3034, 2.8581)  -0.09
C (0.9988, 0.7841, 1.5868)  -0.65
N (0.1614, -0.2205, 0.9972)  0.84
C (-0.1978, -1.2900, 1.8626)  -0.55
C (0.4875, -1.5815, 3.0498)  -0.43
C (0.0442, -2.5850, 3.8925)  -0.99
C (-1.0749, -3.3487, 3.5763)  -1.02
C (-1.7032, -3.1359, 2.3663)  -1.00
C (-1.2541, -2.1304, 1.5067)  0.61
P (-1.6927, -1.9556, -0.2026)  1.20
C (-3.4795, -2.2965, -0.5033)  0.85
C (-4.0455, -3.6147, 0.0479)  -1.84
C (-4.3254, -1.1359, 0.0521)  -1.26
C (-0.5960, -3.2107, -1.0424)  0.92
C (-1.1686, -4.5935, -1.3233)  -1.88
C (-0.0630, -2.5728, -2.3211)  -1.08
H (5.1329, -1.6720, -1.0648)  0.46
H (4.9824, -0.1242, -1.8830)  0.41
H (5.0336, -0.2019, -0.1030)  0.34
H (2.8398, -1.3195, -1.9164)  0.35
H (3.1784, -1.5074, 1.1228)  0.35
H (1.7374, -2.0465, 0.2724)  -0.27
H (3.2835, -2.8359, -0.0325)  0.59
H (2.9832, 1.4389, -2.8655)  0.65
H (4.1468, 3.4918, -1.0388)  0.50
H (4.8830, 1.8945, -0.9461)  0.45
H (4.7985, 2.7381, -2.4789)  0.37
H (0.8783, 2.8118, -2.3203)  0.34
H (1.9088, 3.7598, -1.2276)  0.60
H (2.2240, 3.7333, -2.9658)  0.61
H (3.8033, 2.5559, 0.8737)  0.50
H (3.3772, 3.4370, 3.1186)  0.50
H (1.3945, 2.6506, 4.3915)  0.50
H (-0.0798, 0.9347, 3.4428)  0.53
H (1.3717, -1.0215, 3.3208)  0.46
H (0.5877, -2.7793, 4.8099)  0.46
H (-1.4231, -4.1251, 4.2462)  0.47
H (-2.5178, -3.7817, 2.0704)  0.37
H (-3.5512, -2.3065, -1.5921)  0.65
H (-4.3570, -3.4924, 1.0858)  0.47
H (-4.9399, -3.8613, -0.5278)  0.48
H (-3.3730, -4.4639, -0.0158)  0.33
H (-4.1997, -1.0605, 1.1357)  0.28
H (-4.0908, -0.1696, -0.3924)  0.01
H (-5.3813, -1.3361, -0.1431)  0.69
H (0.2242, -3.3189, -0.3377)  0.25
H (-2.0498, -4.5529, -1.9684)  0.40
H (-0.4074, -5.1860, -1.8382)  0.46
H (-1.4201, -5.1245, -0.4062)  0.44
H (-0.8595, -2.4391, -3.0534)  0.30
H (0.4007, -1.5897, -2.1304)  -0.26
H (0.7351, -3.1538, -2.7840)  0.65
C (-3.9330, 3.6367, 0.7392)  -0.97
N (-3.0560, 3.0390, 1.7533)  0.19
C (-2.0668, 4.0337, 2.1828)  -0.82
N (-1.3001, 4.5941, 1.0655)  0.19
C (-2.2264, 5.1689, 0.0877)  -0.99
N (-3.1966, 4.1879, -0.4026)  0.21
C (-2.5819, 3.1553, -1.2194)  -1.28
P (-1.3421, 2.1717, -0.2110)  2.47
C (-2.4218, 1.8254, 1.2727)  -1.31
C (-0.3860, 3.6501, 0.4619)  -1.01
H (-4.4962, 4.4441, 1.2033)  0.30
H (-4.6374, 2.8825, 0.3849)  0.37
H (-1.3831, 3.5794, 2.9002)  0.41
H (-2.5946, 4.8496, 2.6736)  0.30
H (-1.6623, 5.5769, -0.7515)  0.38
H (-2.7712, 5.9802, 0.5671)  0.33
H (-2.0613, 3.6062, -2.0664)  0.38
H (-3.3426, 2.4892, -1.6094)  0.65
H (-1.8042, 1.3830, 2.0483)  0.07
H (-3.1744, 1.0931, 0.9901)  0.38
H (0.1247, 4.1209, -0.3707)  0.58
H (0.3549, 3.3063, 1.1799)  -0.21
O (1.7812, -0.4377, -4.1175)  -0.54
S (0.9311, 0.6818, -4.4014)  0.89
O (1.5094, 1.9606, -4.6504)  -0.58
N (-0.2424, 0.7300, -3.1376)  -0.15
C (-1.4315, 0.4537, -3.6337)  1.01
S (-2.5878, 0.0390, -2.4767)  -0.56
C (-1.5240, 0.3756, -5.0892)  0.09
C (-2.6549, 0.3051, -5.8821)  -0.76
C (-2.4776, 0.2745, -7.2593)  -0.70
C (-1.2017, 0.3123, -7.8193)  -0.70
C (-0.0636, 0.3917, -7.0231)  -0.77
C (-0.2628, 0.4051, -5.6609)  0.45
H (-3.6455, 0.2819, -5.4404)  0.54
H (-3.3442, 0.2286, -7.9073)  0.45
H (-1.0904, 0.2881, -8.8957)  0.44
H (0.9290, 0.4259, -7.4578)  0.54

Properties
spin multiplicity: 3
frontier orbital gap (alpha / beta): 0.238 / 0.228 Ha
charge: +2
expectation value of S²: 2.02
F_max: 0.9 eV/Å
LUMO level (alpha / beta): -6.133 / -6.732 eV
DFT total energy: -3752.427200 hartree
HOMO (alpha / beta): -0.464 / -0.476 Eh
ΔE to the lowest compared entry with this formula, charge and spin: 0.787 eV

=====

> The lowest F_max belongs to which entry?

C37H52N4PSTl